Density functional theory data (the ωB97M-V functional and the def2-TZVPD basis) for a molecular structure, C26H74O19S2.

Structure (ORCA input):
```
! RIJCOSX wB97M-V def2-TZVPD def2/J DEFGRID3
* xyz 0 1
S 1.549 -5.156 0.234
S -0.189 -1.977 3.908
O 3.484 -0.569 0.031
O 2.472 -5.332 1.285
O 0.679 2.670 -3.320
O -0.135 -0.012 -1.396
O -1.761 0.714 -5.349
O -0.035 -2.903 5.185
O 2.626 1.369 1.575
O -2.324 -5.252 -0.295
O -2.540 -0.088 -2.753
O -2.858 1.352 7.285
O 0.710 -6.330 0.012
O -0.648 -0.628 4.211
O 0.731 -3.788 0.484
O 2.288 -4.711 -1.149
O -0.963 -2.664 2.887
O -4.771 2.290 0.285
O 1.417 -1.851 3.575
O -2.345 3.657 0.287
O 2.469 0.706 -2.381
C -1.470 3.578 1.369
C 5.155 -1.676 1.219
C -2.687 -5.109 1.061
C 3.268 2.949 3.226
C -5.035 3.731 -1.642
C -4.616 -1.124 -2.183
C -0.414 0.789 -0.239
C 2.822 0.148 -3.681
C 2.756 1.467 3.028
C 4.682 -1.324 -0.179
C -0.579 -0.019 -5.689
C -5.520 2.480 -0.910
C 0.331 -3.333 -0.809
C -0.201 -0.066 1.017
C 4.233 -0.282 -3.601
C 1.690 -3.464 -1.580
C -3.290 -0.594 -1.649
C 2.836 3.752 -3.736
C -1.500 1.790 7.154
C -1.523 2.691 5.909
C -0.322 4.475 1.055
C 1.318 3.802 -3.976
C 0.940 -3.902 4.679
C 1.973 -3.195 3.805
C -3.691 -4.048 1.301
C 0.322 0.860 -6.516
H -3.215 3.254 0.539
H 3.028 3.523 -2.740
H -2.435 3.338 5.972
H 1.102 3.776 -5.005
H 4.179 2.988 2.650
H -1.668 -5.928 -0.370
H 3.287 2.999 -4.356
H -0.914 -0.902 1.032
H 5.471 -0.750 1.678
H -1.640 2.125 4.993
H 0.524 4.373 1.750
H -4.696 1.362 0.524
H -3.082 -6.068 1.380
H -1.472 1.158 -0.401
H -0.622 5.489 0.993
H 1.341 -4.352 5.587
H 0.361 -4.648 4.129
H 3.197 -0.123 -0.743
H 2.354 -2.625 -1.291
H 0.891 4.740 -3.567
H 2.203 -0.692 -3.963
H 2.712 0.856 -4.480
H 0.537 1.836 -5.989
H -5.316 3.520 -2.673
H -1.668 -0.084 -2.368
H -0.654 3.380 5.747
H 4.346 -1.026 -2.822
H -0.272 2.673 -3.539
H -3.469 0.213 -0.933
H -2.055 3.918 2.272
H -4.647 -4.247 0.720
H 0.251 1.687 -0.259
H -5.186 -0.293 -2.677
H -2.234 0.251 -4.623
H -3.964 3.912 -1.492
H 0.819 0.036 -1.663
H 3.247 4.654 -4.160
H -1.080 2.618 1.643
H -5.485 4.691 -1.393
H -1.837 -4.944 1.710
H 2.918 -3.008 4.313
H 6.034 -2.318 1.083
H -0.068 4.145 0.039
H 2.170 -3.607 2.841
H -5.198 -1.527 -1.297
H 4.533 -0.632 -4.606
H -2.693 -1.434 -1.142
H -2.850 0.549 7.804
H 0.834 -0.452 0.990
H 4.869 0.557 -3.295
H 3.457 3.336 4.249
H 4.554 -2.308 -0.651
H 3.205 0.729 1.215
H -3.327 -3.055 0.994
H -0.844 0.944 7.004
H 1.344 0.405 -6.622
H -0.115 -0.158 -4.668
H -4.365 -1.892 -2.942
H -1.285 2.387 8.084
H 1.846 1.440 -2.443
H 4.366 -2.194 1.799
H 3.414 0.697 3.451
H 1.656 -3.560 -2.629
H -6.588 2.470 -0.655
H -0.326 0.516 1.909
H 5.335 -0.747 -0.804
H -0.006 -2.321 -0.780
H -0.852 -0.923 -6.177
H 1.756 1.233 3.458
H -0.395 -4.035 -1.259
H -5.460 1.580 -1.584
H 2.520 3.531 2.668
H -3.947 -3.972 2.354
H -0.069 1.063 -7.550
*
```

The HOMO energy comes out at -9.5366 eV. The value obtained for the total energy is -3260.76001 Eh. The calculation puts the frontier orbital gap at 9.94 eV. For the LUMO energy, the calculation gives 0.405 eV.

***

Density functional theory data (the ωB97M-V functional and the def2-TZVPD basis) for 2 unconnected molecules or ions with the total composition C3H10NOS.

Structure (ORCA input):
```
! RIJCOSX wB97M-V def2-TZVPD def2/J DEFGRID3
* xyz -1 1
S -0.212 -0.646 -1.486
O -1.192 2.428 -1.960
N -0.453 -0.194 2.944
C -0.193 -0.817 1.636
C 1.176 -0.077 -0.455
C 1.257 -0.698 1.033
H 1.914 -0.200 1.730
H -0.757 -1.742 1.545
H 1.656 -1.705 0.883
H -0.710 -0.127 0.944
H -1.219 2.048 -2.856
H -0.870 0.730 2.891
H 2.209 -0.156 -0.856
H 1.209 1.017 -0.423
H 0.445 0.118 3.332
H -0.841 1.545 -1.655
*
```

The HOMO energy comes out at -2.9304 eV. The value obtained for the total energy is -648.48641 Eh. The calculation puts the frontier orbital gap at 6.99 eV. Its energy above the lowest of the compared OMol25 structures with the same formula, charge and spin is 118.5 kJ/mol. For the LUMO energy, the calculation gives 4.062 eV.

***

Density functional theory data (the ωB97M-V functional and the def2-TZVPD basis) for a molecular structure, C41H43FINNiOP2Si.

Structure (ORCA input):
```
! RIJCOSX wB97M-V def2-TZVPD def2/J DEFGRID3
* xyz 0 1
I 2.878 3.659 -1.030
Ni 0.898 1.618 -0.864
P 0.293 -0.106 2.070
P -1.159 -2.660 0.166
Si -1.537 3.882 -0.755
F 0.613 0.521 -6.790
O -0.605 2.561 -0.693
N 2.660 0.817 -0.527
C -2.551 -3.814 -0.165
C -2.443 -0.380 1.286
C 0.183 -2.498 -3.737
C 1.397 -3.167 -3.644
C -0.178 -2.796 -1.367
C -2.026 -1.028 -0.043
C 1.896 0.490 -4.817
C -0.441 1.080 -4.758
C 1.964 0.680 -3.438
C 2.632 1.181 2.767
C -3.537 -3.917 0.820
C 0.162 -0.805 3.775
C -3.181 3.533 0.057
C 3.607 1.744 -0.676
C -3.735 -5.487 -1.445
C -2.661 -4.618 -1.295
C 3.024 3.550 2.856
C 0.858 1.090 -2.694
C 5.322 0.127 -0.468
C -0.738 5.310 0.162
C 3.014 -0.457 -0.352
C -1.405 0.586 1.858
C 0.691 0.703 -5.448
C 0.069 -0.593 6.182
C 1.831 -3.646 -2.417
C 1.290 1.390 2.430
C -4.721 -5.560 -0.473
C -0.074 -2.172 3.912
C -0.345 1.274 -3.385
C 1.703 3.773 2.511
C 4.958 1.453 -0.650
C -0.596 -2.311 -2.607
C 1.044 -3.461 -1.287
C 4.341 -0.842 -0.319
C -4.618 -4.770 0.664
C 3.489 2.243 2.986
C -0.182 -1.953 6.305
C -1.858 4.432 -2.512
C 0.238 -0.024 4.928
C 0.839 2.700 2.300
C -0.252 -2.741 5.166
H -3.701 2.721 -0.459
H -1.315 1.413 1.148
H -2.522 3.739 -3.035
H 2.198 -1.159 -0.234
H 1.377 -3.839 -0.326
H -0.152 -2.110 -4.689
H 4.521 2.057 3.256
H 1.334 4.783 2.395
H 0.136 0.029 7.065
H -0.710 5.126 1.239
H 0.436 1.039 4.854
H -1.370 1.232 -5.291
H -0.109 -2.796 3.028
H -3.832 4.411 0.035
H -0.186 2.902 2.021
H -3.801 -6.105 -2.332
H -1.225 1.581 -2.841
H 2.920 0.491 -2.963
H -1.285 6.242 -0.002
H -5.372 -4.827 1.438
H -3.456 -3.330 1.728
H 0.291 5.471 -0.170
H -2.903 -1.187 -0.673
H -1.537 -1.780 -2.692
H 3.694 4.385 3.018
H -2.706 -1.139 2.030
H -5.560 -6.232 -0.596
H -1.356 -0.349 -0.583
H 2.778 -4.165 -2.339
H -0.436 -3.805 5.250
H -2.328 5.419 -2.528
H 5.689 2.236 -0.781
H -3.054 3.240 1.103
H 2.758 0.181 -5.393
H 3.003 0.165 2.867
H 6.369 -0.147 -0.453
H 4.592 -1.884 -0.184
H -1.744 0.980 2.820
H -1.904 -4.574 -2.069
H -0.316 -2.395 7.284
H -0.929 4.490 -3.085
H -3.348 0.207 1.117
H 2.008 -3.302 -4.527
*
```

The HOMO energy (spin up / spin down) comes out at -7.8052 / -7.8331 eV. The value obtained for the total energy is -4596.27037 Eh. The calculation puts the frontier orbital gap (spin up / spin down) at 7.57 / 7.58 eV. Its energy above the lowest of the compared OMol25 structures with the same formula, charge and spin is 6.7 kJ/mol. For the LUMO energy (spin up / spin down), the calculation gives -0.239 / -0.254 eV.

***

Density functional theory data (the ωB97M-V functional and the def2-TZVPD basis) for a single C7H10O3 molecule.

Structure (ORCA input):
```
! RIJCOSX wB97M-V def2-TZVPD def2/J DEFGRID3
* xyz 0 1
O 0.167 1.933 1.225
O -1.652 -0.990 1.640
O -2.494 1.138 1.486
C -0.481 -0.506 -1.660
C -0.275 0.745 0.742
C 0.281 0.105 -0.511
C 0.594 -0.443 0.895
C 1.551 0.710 -1.273
C -1.652 0.329 1.240
C -0.293 -1.565 1.412
H -1.363 -0.952 -1.484
H 1.793 1.705 -0.851
H -0.389 -2.450 0.747
H 0.237 -1.144 -2.219
H 1.678 -0.402 1.038
H -0.563 2.582 1.039
H 1.204 0.953 -2.251
H -0.808 0.284 -2.426
H 2.362 -0.094 -1.144
H 0.104 -1.936 2.355
*
```

The HOMO energy comes out at -9.7599 eV. The value obtained for the total energy is -498.38893 Eh. The calculation puts the frontier orbital gap at 10.50 eV. Its SMILES is CC1(C)[C@@H]2COC(=O)[C@@]21O. Its energy above the lowest of the compared OMol25 structures with the same formula, charge and spin is 141.1 kJ/mol. For the LUMO energy, the calculation gives 0.741 eV.